No. 1
DFT (the ωB97M-V functional and the def2-TZVPD basis) results for a 8-piece molecular cluster, C38H47F3N7O2P overall.

## Properties
HOMO energy (eV): -8.207
Total charge: 0
Largest force on an atom (eV/Å): 0.4
Lowest unoccupied orbital energy (eV): 0.190
E_tot (eV): -72131.5316

Element x y z (Å)
O (-0.2644, 0.3883, -3.6271)
C (0.2087, -0.2715, -2.7309)
C (0.8011, -1.6359, -2.9266)
P (-0.0310, -2.9195, -1.7471)
C (-0.9699, -4.1681, -0.6167)
O (-0.3688, -5.4793, -0.5959)
C (0.4891, -5.7191, 0.3976)
F (1.2272, -6.7987, 0.0840)
F (-0.1266, -5.9701, 1.5728)
F (1.3428, -4.6872, 0.6226)
C (0.1805, 0.2258, -1.3126)
C (1.3610, 0.3122, -0.5733)
C (1.3276, 0.7585, 0.7425)
C (0.1085, 1.0879, 1.3221)
C (-1.0703, 0.9993, 0.5915)
C (-1.0336, 0.5842, -0.7345)
H (0.6879, -1.9274, -3.9726)
H (1.8730, -1.5518, -2.7098)
H (-1.2943, -2.3065, -1.9922)
H (0.8104, -2.5371, -0.6796)
H (0.3991, -4.0002, -2.5545)
H (-1.0600, -3.7617, 0.3961)
H (-1.9761, -4.3006, -1.0190)
H (2.3009, 0.0307, -1.0333)
H (2.2492, 0.8371, 1.3039)
H (0.0779, 1.4088, 2.3561)
H (-2.0170, 1.2504, 1.0550)
H (-1.9413, 0.5352, -1.3230)
N (-1.7943, 4.2680, 0.0777)
C (-2.2583, 5.4750, 0.5210)
C (-2.5080, 6.2532, -0.5777)
C (-2.1801, 5.4850, -1.7281)
C (-1.7407, 4.2645, -1.2894)
H (-1.5237, 3.4997, 0.6629)
H (-2.3748, 5.6767, 1.5721)
H (-2.8856, 7.2615, -0.5605)
H (-2.2576, 5.7927, -2.7572)
H (-1.3960, 3.3994, -1.8308)
N (-1.9834, -0.1359, 4.7821)
C (-3.3404, -0.0278, 4.9249)
C (-3.9190, -1.0566, 4.2308)
C (-2.8676, -1.8156, 3.6450)
C (-1.6870, -1.2210, 4.0021)
H (-1.3120, 0.4900, 5.1879)
H (-3.7721, 0.7677, 5.5086)
H (-4.9762, -1.2467, 4.1528)
H (-2.9687, -2.6967, 3.0335)
H (-0.6673, -1.4769, 3.7691)
N (4.2792, -0.8797, -5.5264)
C (3.5577, 0.0960, -4.8929)
C (4.3195, 0.5742, -3.8604)
C (5.5481, -0.1432, -3.8725)
C (5.4929, -1.0317, -4.9121)
H (3.9598, -1.4111, -6.3150)
H (2.5681, 0.3644, -5.2250)
H (4.0304, 1.3541, -3.1755)
H (6.3780, -0.0167, -3.1979)
H (6.2101, -1.7518, -5.2665)
N (3.4491, -8.0991, 1.7273)
C (2.6284, -8.9828, 2.3707)
C (3.4006, -9.7336, 3.2169)
C (4.7418, -9.2833, 3.0773)
C (4.7374, -8.2745, 2.1510)
H (3.1480, -7.4272, 1.0474)
H (1.5703, -9.0007, 2.1736)
H (3.0449, -10.5178, 3.8638)
H (5.6079, -9.6574, 3.5968)
H (5.5379, -7.6699, 1.7606)
N (-4.5089, 9.2911, 1.0655)
C (-4.8834, 10.0869, 2.1137)
C (-6.2096, 9.8557, 2.3613)
C (-6.6520, 8.8821, 1.4241)
C (-5.5798, 8.5539, 0.6387)
H (-3.5883, 9.2562, 0.6690)
H (-4.1783, 10.7449, 2.5916)
H (-6.7983, 10.3308, 3.1280)
H (-7.6434, 8.4704, 1.3379)
H (-5.4864, 7.8606, -0.1795)
N (4.0752, -0.3281, -9.0777)
C (3.9449, 0.1556, -10.3503)
C (4.6791, -0.6463, -11.1820)
C (5.2794, -1.6534, -10.3792)
C (4.8890, -1.4300, -9.0867)
H (3.6502, 0.0775, -8.2643)
H (3.3450, 1.0254, -10.5544)
H (4.7788, -0.5236, -12.2471)
H (5.9255, -2.4477, -10.7127)
H (5.1286, -1.9593, -8.1804)
N (-2.9055, 0.2811, 8.2643)
C (-1.8024, 0.9442, 8.7276)
C (-2.2328, 2.0687, 9.3811)
C (-3.6522, 2.0813, 9.3100)
C (-4.0361, 0.9647, 8.6154)
H (-2.8882, -0.5749, 7.7393)
H (-0.8108, 0.5604, 8.5576)
H (-1.6022, 2.7989, 9.8596)
H (-4.3141, 2.8238, 9.7228)
H (-5.0120, 0.6010, 8.3432)

---

No. 2
DFT (the ωB97M-V functional and the def2-TZVPD basis) results for C38H47N5OTb as an isolated structure at a distorted geometry.

## Properties
HOMO energy (alpha / beta) (eV): -2.451 / -3.234
<S²>: 12.82
Total charge: -1
Largest force on an atom (eV/Å): 4.1
2S+1: 7
Lowest unoccupied orbital energy (alpha / beta) (eV): 2.125 / 2.143
E_tot (eV): -72093.3608

Element x y z (Å)
Tb (0.7041, -1.0722, -0.3776)
N (2.1403, -4.4770, 2.6890)
N (0.3190, -2.4343, -2.4580)
C (1.6963, 1.6037, -0.8890)
C (2.7348, 0.6782, -0.5875)
C (2.8240, 0.5355, 0.8767)
C (3.7088, -0.2118, 1.6358)
H (4.6625, -0.5578, 1.2113)
H (2.9993, -2.1882, 2.0720)
H (3.5917, -0.2182, 2.7182)
C (1.6500, 1.2356, 1.3945)
C (1.2222, 1.2314, 2.8188)
H (1.5540, 2.1547, 3.3357)
H (1.6094, 0.3720, 3.3890)
H (0.1221, 1.1784, 2.8897)
C (1.0675, 1.9796, 0.3507)
C (0.0748, 3.0604, 0.5496)
H (-0.9133, 2.6438, 0.7690)
H (-0.0232, 3.6986, -0.3303)
H (0.3580, 3.6985, 1.3978)
C (3.6452, 0.0284, -1.5699)
H (4.5811, 0.6019, -1.6960)
H (3.1496, -0.0202, -2.5522)
H (3.9270, -0.9965, -1.2769)
C (1.5050, 2.2923, -2.2005)
H (0.4671, 2.6208, -2.3380)
H (1.7432, 1.6496, -3.0585)
H (2.1441, 3.1910, -2.2895)
C (1.3498, -5.3963, 3.1826)
H (1.6088, -5.8349, 4.1549)
C (0.2040, -5.9220, 2.5492)
H (-0.3336, -6.7647, 2.9940)
C (-0.1613, -5.2752, 1.3735)
H (-0.9821, -5.6521, 0.7904)
C (0.5078, -4.1730, 0.8956)
H (0.2729, -3.8060, -0.1334)
C (1.7710, -3.7825, 1.5628)
C (2.5937, -2.6939, 1.1619)
H (2.8997, -2.4936, 0.0538)
C (0.0770, -1.1970, -3.0282)
C (1.4130, -3.0044, -3.2286)
H (2.1840, -3.6342, -2.8149)
C (1.3182, -2.4631, -4.4705)
H (1.6344, -2.9448, -5.3679)
N (0.5398, -1.3084, -4.3080)
C (0.3475, -0.2753, -5.1920)
C (1.4213, 0.0619, -6.0364)
C (1.3288, 1.3072, -6.6841)
H (2.0744, 1.6098, -7.4488)
C (0.2847, 2.1957, -6.3778)
C (0.1584, 3.4709, -7.1388)
H (-0.3633, 4.2294, -6.5485)
H (-0.4082, 3.2669, -8.0594)
H (1.1546, 3.8262, -7.4093)
C (-0.6932, 1.8580, -5.4235)
H (-1.5012, 2.5666, -5.1654)
C (-0.6718, 0.6054, -4.8047)
C (-1.6093, 0.3636, -3.6736)
H (-1.5858, -0.6556, -3.2064)
H (-2.6389, 0.5289, -4.0184)
H (-1.4584, 1.0806, -2.8480)
C (2.7259, -0.6842, -6.1436)
H (2.6145, -1.7356, -6.4280)
H (3.3645, -0.6513, -5.2384)
H (3.3531, -0.2473, -6.9482)
C (-5.9261, 1.3961, 5.4726)
C (-4.8218, 2.3320, 4.9753)
N (-3.6108, 1.6088, 4.6077)
C (-2.3256, 2.2896, 4.9766)
C (-1.4647, 1.4581, 5.9152)
C (-3.7389, 0.9357, 3.3925)
O (-4.8031, 0.9430, 2.7694)
C (-2.5840, 0.1060, 2.9456)
C (-2.2041, -0.9932, 3.7426)
C (-1.1662, -1.7634, 3.2567)
C (-0.5444, -1.3496, 2.0701)
N (-1.0962, -0.5074, 1.1632)
C (-2.0726, 0.3197, 1.6736)
H (-6.3804, 0.8228, 4.6560)
H (-6.7017, 1.9950, 5.9540)
H (-5.5081, 0.7159, 6.2234)
H (-5.1527, 2.8867, 4.0679)
H (-4.4657, 3.0183, 5.7561)
H (-1.7669, 2.5126, 4.0459)
H (-2.5834, 3.2488, 5.4585)
H (-1.3642, 0.4343, 5.5390)
H (-0.4712, 1.9188, 5.9619)
H (-1.8791, 1.4246, 6.9336)
H (-2.7301, -1.2471, 4.6733)
H (-0.8261, -2.6645, 3.7722)
H (0.5090, -1.6587, 1.8966)
H (-2.3801, 1.1634, 1.0532)

---

No. 3
DFT (the ωB97M-V functional and the def2-TZVPD basis) results for C38H47N5Ru as an isolated structure at a distorted geometry.

## Properties
HOMO energy (alpha / beta) (eV): -12.755 / -13.367
<S²>: 6.11
Total charge: +2
Largest force on an atom (eV/Å): 2.7
2S+1: 5
Lowest unoccupied orbital energy (alpha / beta) (eV): -6.947 / -8.534
E_tot (eV): -50188.8133

Element x y z (Å)
Ru (-0.0325, 0.0882, 0.2402)
C (4.2739, 3.4454, -2.7335)
C (3.5899, 4.0589, -1.4998)
C (3.0252, 2.9910, -0.6054)
C (3.5648, 2.4382, 0.5412)
C (4.8083, 2.8194, 1.2863)
C (4.5333, 3.7351, 2.4987)
C (2.6631, 1.4254, 0.9890)
C (2.8267, 0.6577, 2.1465)
C (1.9984, -0.3939, 2.5321)
C (2.2041, -1.2311, 3.6801)
C (3.4059, -1.1455, 4.5649)
C (4.6643, -1.8431, 3.9920)
C (1.1841, -2.1708, 3.6923)
C (0.3335, -1.9231, 2.5690)
C (-0.8006, -2.6894, 2.2451)
C (-1.6131, -2.4472, 1.1354)
N (-1.4431, -1.4114, 0.1878)
C (-2.4381, -1.5889, -0.7950)
C (-2.6696, -0.7836, -1.9136)
C (-1.8244, 0.2744, -2.2929)
N (-0.6277, 0.6779, -1.6403)
C (-0.1337, 1.7748, -2.3603)
C (0.9893, 2.5377, -2.0195)
C (1.8167, 2.2883, -0.9123)
N (1.5905, 1.3373, 0.0926)
C (-0.9863, 2.0222, -3.4877)
C (-2.0294, 1.1156, -3.4232)
C (-3.1753, 0.9649, -4.3604)
C (-3.0440, -0.2354, -5.3038)
C (-0.7798, 3.1180, -4.4844)
C (-1.3994, 4.4526, -4.0428)
C (-3.2269, -2.7283, -0.4386)
C (-2.7446, -3.2360, 0.7532)
C (-3.2107, -4.4369, 1.4853)
C (-2.4572, -5.7004, 1.0500)
C (-4.4211, -3.1960, -1.2051)
C (-5.6939, -2.4049, -0.8437)
N (0.8181, -0.7995, 1.8686)
C (1.0527, -3.3522, 4.6068)
C (1.6334, -4.6457, 4.0289)
H (4.7162, 4.2295, -3.3340)
H (3.5568, 2.9216, -3.3695)
H (5.0486, 2.7483, -2.4489)
H (2.7731, 4.7142, -1.8119)
H (4.3170, 4.6624, -0.9511)
H (5.4925, 3.3311, 0.6140)
H (5.3386, 1.9409, 1.6388)
H (4.0368, 4.6660, 2.1929)
H (5.4761, 3.9968, 2.9781)
H (3.8986, 3.2573, 3.2385)
H (3.6887, 0.8874, 2.7650)
H (3.1774, -1.5651, 5.5526)
H (3.6703, -0.0879, 4.7200)
H (4.5239, -2.9090, 3.8794)
H (5.5137, -1.6485, 4.6431)
H (4.8766, -1.4228, 3.0141)
H (-1.0928, -3.4899, 2.9169)
H (-3.5633, -0.9354, -2.4933)
H (1.1897, 3.4135, -2.6248)
H (-3.2468, 1.8676, -4.9537)
H (-4.0955, 0.8698, -3.7926)
H (-2.1744, -0.1257, -5.9558)
H (-3.9145, -0.3008, -5.9487)
H (-2.9603, -1.1850, -4.7661)
H (-1.2255, 2.8389, -5.4438)
H (0.2932, 3.2519, -4.6586)
H (-2.4566, 4.3716, -3.8051)
H (-1.2856, 5.1897, -4.8358)
H (-0.8961, 4.8593, -3.1632)
H (-4.2850, -4.5648, 1.3260)
H (-3.0607, -4.2858, 2.5546)
H (-2.5871, -5.8792, -0.0212)
H (-2.8204, -6.5884, 1.5814)
H (-1.3961, -5.5882, 1.2582)
H (-4.5833, -4.2560, -0.9879)
H (-4.2221, -3.1329, -2.2773)
H (-6.0117, -2.6088, 0.1806)
H (-6.5164, -2.6804, -1.5107)
H (-5.5182, -1.3408, -0.9637)
H (0.0033, -3.5029, 4.8542)
H (1.5568, -3.1161, 5.5509)
H (1.1667, -4.9402, 3.0978)
H (1.4849, -5.4632, 4.7354)
H (2.6867, -4.5308, 3.8334)
C (-3.1174, 3.3598, 0.0161)
C (-2.2086, 2.4356, 0.6169)
N (-1.4171, 1.6657, 0.9826)
H (-3.9854, 2.8158, -0.3949)
H (-2.6204, 3.9007, -0.8021)
H (-3.4498, 4.0939, 0.7491)